1.
Below is 9 unconnected molecules or ions with the total composition C27H72O27S9 in a non-equilibrium geometry, with properties calculated with the ωB97M-V functional and the def2-TZVPD basis.

Geometry as XYZ:
```
135
C27H72O27S9, DFT the ωB97M-V functional and the def2-TZVPD basis
O 8.93 7.37 9.54
S 9.01 8.67 8.90
O 7.81 9.32 8.40
O 9.60 9.68 10.01
C 8.94 10.93 10.22
C 9.63 11.59 11.34
C 10.27 8.72 7.63
H 7.87 10.78 10.40
H 9.01 11.52 9.31
H 9.35 11.09 12.24
H 9.40 12.64 11.43
H 10.67 11.61 11.15
H 11.20 8.44 8.13
H 10.25 9.71 7.19
H 9.90 7.97 6.94
O 13.37 17.80 15.14
S 13.07 19.09 14.50
O 12.99 20.33 15.22
O 14.06 19.35 13.27
C 14.45 18.19 12.47
C 14.38 18.80 11.00
C 11.42 18.85 13.69
H 13.76 17.35 12.62
H 15.43 17.85 12.75
H 13.44 19.26 10.74
H 14.53 17.98 10.29
H 15.17 19.52 10.87
H 11.23 19.65 12.97
H 10.70 18.92 14.50
H 11.44 17.88 13.22
O 12.17 15.96 11.34
S 11.36 16.61 10.34
O 10.91 17.97 10.43
O 12.16 16.48 8.94
C 13.30 15.56 8.90
C 13.88 15.76 7.53
C 9.91 15.55 9.96
H 12.89 14.56 9.08
H 13.90 15.91 9.73
H 13.03 15.87 6.89
H 14.48 14.95 7.14
H 14.30 16.77 7.50
H 9.24 15.56 10.83
H 10.30 14.56 9.85
H 9.44 15.89 9.04
O 17.72 13.53 8.28
S 17.06 14.26 9.34
O 16.75 15.68 9.26
O 15.67 13.54 9.67
C 15.78 12.10 9.57
C 14.38 11.64 9.96
C 17.99 13.93 10.84
H 16.59 11.82 10.25
H 16.12 11.90 8.54
H 14.39 10.55 9.97
H 13.63 11.99 9.27
H 14.19 12.06 10.96
H 19.04 13.99 10.57
H 17.76 12.94 11.22
H 17.79 14.68 11.62
O 20.47 13.88 18.48
S 19.18 14.44 18.15
O 18.97 15.22 16.94
O 18.16 13.16 18.14
C 16.77 13.44 17.73
C 15.99 12.31 18.31
C 18.61 15.45 19.57
H 16.71 13.53 16.66
H 16.54 14.44 18.03
H 15.04 12.19 17.83
H 16.01 12.38 19.37
H 16.55 11.41 18.06
H 19.31 16.27 19.63
H 18.63 14.85 20.48
H 17.59 15.81 19.40
O 20.70 9.27 15.98
S 20.93 10.51 16.69
O 22.27 10.92 16.95
O 20.24 11.72 15.90
C 19.16 11.43 15.01
C 19.05 12.73 14.24
C 20.00 10.49 18.20
H 18.34 11.16 15.68
H 19.45 10.55 14.47
H 20.01 12.83 13.76
H 18.79 13.53 14.94
H 18.25 12.82 13.50
H 20.48 9.71 18.79
H 18.97 10.27 17.98
H 20.06 11.49 18.62
O 17.36 16.68 13.95
S 17.63 17.77 14.85
O 18.94 18.15 15.31
O 16.93 19.05 14.20
C 17.21 20.32 14.88
C 18.24 21.05 13.98
C 16.63 17.48 16.29
H 17.59 20.12 15.88
H 16.23 20.77 14.98
H 17.75 21.05 13.00
H 19.14 20.45 13.99
H 18.48 22.08 14.28
H 16.85 18.20 17.10
H 16.82 16.47 16.59
H 15.59 17.62 15.97
O 9.78 16.40 15.21
S 9.66 14.96 14.87
O 9.78 14.44 13.51
O 10.78 14.19 15.75
C 11.05 14.70 17.08
C 11.87 13.65 17.74
C 8.09 14.42 15.63
H 10.10 14.88 17.59
H 11.52 15.68 16.96
H 12.75 13.44 17.14
H 11.39 12.68 17.63
H 12.16 13.96 18.75
H 7.86 14.93 16.54
H 7.96 13.33 15.63
H 7.44 14.90 14.90
O 14.58 12.84 15.43
S 14.65 13.07 14.01
O 15.64 12.36 13.31
O 13.22 12.59 13.48
C 12.74 11.21 13.54
C 11.54 11.10 14.44
C 14.54 14.60 13.61
H 13.57 10.56 13.87
H 12.52 10.97 12.53
H 11.07 10.12 14.40
H 10.85 11.90 14.15
H 11.84 11.32 15.46
H 15.52 15.04 13.89
H 13.78 15.14 14.18
H 14.39 14.76 12.55
```

Properties
**Maximum force**: 7.31 eV/A
**E_HOMO**: -10.71 eV
**Total energy**: -6686.95555 Eh
**Gap between HOMO and LUMO**: 10.618 eV
**Relative energy (zero: lowest compared OMol25 entry of this formula, charge and spin)**: 160.5 kJ/mol

2.
Below is a molecular structure, C27H72O5SSbSi, with properties calculated with the ωB97M-V functional and the def2-TZVPD basis.

Geometry as XYZ:
```
107
C27H72O5SSbSi, DFT the ωB97M-V functional and the def2-TZVPD basis
C 1.31 3.20 0.83
C 0.46 1.94 0.99
S -1.20 2.40 1.53
C -1.90 0.78 1.99
Sb -2.39 -0.56 0.25
C -4.22 0.65 -0.10
Si -0.45 -2.18 0.67
C 1.29 -1.43 0.47
C -0.57 -3.06 2.36
C -0.52 -3.58 -0.63
H 0.72 4.11 0.89
H 1.83 3.18 -0.12
H 2.09 3.21 1.59
H 0.89 1.30 1.76
H 0.41 1.38 0.07
H -1.23 0.33 2.72
H -2.84 1.04 2.46
H -1.44 0.49 -0.84
H -2.83 -1.56 -1.17
H -3.39 -1.63 1.30
H -4.62 0.37 -1.07
H -4.95 0.35 0.65
H -4.07 1.72 -0.01
H 1.37 -0.82 -0.42
H 1.64 -0.90 1.36
H 1.98 -2.27 0.34
H 0.03 -3.97 2.29
H -1.60 -3.36 2.51
H -0.22 -2.45 3.18
H 0.13 -3.37 -1.47
H -0.12 -4.48 -0.15
H -1.55 -3.73 -0.95
C 2.80 3.47 -6.23
C 2.16 2.35 -5.44
O 2.67 2.19 -4.13
C 2.53 3.30 -3.27
C 1.10 3.74 -3.04
H 3.88 3.33 -6.29
H 2.39 3.50 -7.24
H 2.61 4.45 -5.78
H 2.35 1.40 -5.94
H 1.07 2.47 -5.41
H 3.14 4.14 -3.62
H 2.97 2.98 -2.32
H 0.62 4.09 -3.96
H 1.06 4.57 -2.33
H 0.50 2.92 -2.65
C 3.28 -5.60 -0.56
C 4.36 -5.04 0.34
O 3.87 -4.47 1.54
C 3.14 -5.32 2.39
C 3.93 -6.52 2.89
H 2.55 -4.82 -0.81
H 3.71 -5.99 -1.48
H 2.73 -6.41 -0.09
H 4.89 -4.24 -0.17
H 5.11 -5.81 0.57
H 2.21 -5.65 1.91
H 2.85 -4.71 3.24
H 4.24 -7.18 2.08
H 3.33 -7.11 3.59
H 4.84 -6.19 3.41
C -6.29 5.81 -2.58
C -4.94 5.63 -3.26
O -3.87 6.26 -2.59
C -3.61 5.83 -1.26
C -3.31 4.35 -1.13
H -6.52 6.87 -2.46
H -7.07 5.34 -3.17
H -6.31 5.35 -1.58
H -4.97 6.08 -4.25
H -4.73 4.56 -3.40
H -4.45 6.11 -0.61
H -2.75 6.41 -0.93
H -4.15 3.73 -1.43
H -3.08 4.10 -0.10
H -2.45 4.07 -1.75
C 2.54 5.39 3.94
C 3.84 5.21 3.18
O 4.94 5.93 3.72
C 5.30 5.60 5.05
C 5.71 4.15 5.24
H 2.28 6.45 4.00
H 1.74 4.85 3.44
H 2.61 5.01 4.96
H 3.72 5.60 2.16
H 4.09 4.15 3.08
H 4.50 5.87 5.74
H 6.15 6.25 5.28
H 4.89 3.46 5.03
H 6.03 3.99 6.27
H 6.54 3.89 4.58
C -2.67 -7.06 0.82
C -3.82 -6.23 0.28
O -3.75 -6.00 -1.11
C -3.77 -7.14 -1.94
C -5.02 -7.99 -1.80
H -1.71 -6.58 0.58
H -2.75 -7.16 1.90
H -2.65 -8.07 0.40
H -3.79 -5.24 0.74
H -4.78 -6.68 0.55
H -2.87 -7.75 -1.78
H -3.71 -6.75 -2.96
H -5.12 -8.42 -0.80
H -4.99 -8.82 -2.51
H -5.91 -7.40 -2.00
```

Properties
**Maximum force**: 0.88 eV/A
**E_HOMO**: -3.13 eV
**Total energy**: -2375.84164 Eh
**Total charge**: -1
**Gap between HOMO and LUMO**: 5.621 eV

3.
Below is 9 unconnected molecules or ions with the total composition C27H72O9 in a non-equilibrium geometry, with properties calculated with the ωB97M-V functional and the def2-TZVPD basis.

Geometry as XYZ:
```
108
C27H72O9, DFT the ωB97M-V functional and the def2-TZVPD basis
C 8.07 4.12 -1.15
C 8.40 3.37 -2.36
C 7.91 1.97 -2.35
O 7.89 4.16 -3.45
H 8.61 3.82 -0.25
H 7.04 4.12 -0.79
H 8.17 5.19 -1.34
H 9.47 3.44 -2.58
H 8.48 1.33 -1.68
H 8.09 1.65 -3.38
H 6.86 1.81 -2.08
H 7.01 4.41 -3.18
C -5.14 -6.69 -3.67
C -4.11 -6.07 -2.67
C -4.04 -4.53 -2.90
O -4.88 -6.30 -1.50
H -5.62 -7.55 -3.19
H -4.62 -6.95 -4.59
H -5.96 -5.98 -3.82
H -3.16 -6.59 -2.67
H -4.90 -3.97 -2.54
H -3.64 -4.29 -3.89
H -3.26 -4.19 -2.21
H -4.21 -5.98 -0.89
C -3.73 -5.29 4.79
C -3.00 -6.32 3.94
C -3.78 -7.58 3.74
O -2.50 -5.79 2.77
H -4.32 -5.78 5.56
H -4.29 -4.51 4.27
H -2.89 -4.75 5.23
H -2.11 -6.65 4.47
H -4.16 -7.98 4.68
H -3.24 -8.35 3.19
H -4.65 -7.21 3.18
H -2.37 -4.84 2.84
C 0.91 -2.47 -8.37
C 2.30 -2.16 -7.92
C 2.38 -1.06 -6.84
O 3.03 -3.34 -7.62
H 0.45 -1.69 -8.98
H 0.24 -2.57 -7.51
H 0.91 -3.37 -8.98
H 2.83 -1.76 -8.79
H 2.87 -1.46 -5.95
H 1.43 -0.56 -6.69
H 3.16 -0.39 -7.20
H 3.84 -3.10 -7.16
C -8.04 -1.03 3.56
C -7.60 -0.46 2.20
C -6.51 0.65 2.40
O -6.94 -1.45 1.42
H -7.22 -1.19 4.26
H -8.86 -1.74 3.60
H -8.63 -0.29 4.11
H -8.39 0.02 1.62
H -5.53 0.19 2.52
H -6.73 1.28 3.26
H -6.52 1.18 1.46
H -7.53 -2.11 1.04
C -1.64 8.22 5.92
C -2.51 6.98 5.77
C -3.99 7.23 5.61
O -2.11 6.25 4.60
H -1.68 8.78 6.86
H -1.82 8.92 5.11
H -0.57 8.02 5.97
H -2.43 6.28 6.61
H -4.56 6.32 5.76
H -4.31 7.78 4.72
H -4.48 7.90 6.32
H -2.43 5.34 4.64
C 1.84 7.28 0.14
C 1.59 8.33 1.26
C 1.85 9.79 0.90
O 0.17 8.48 1.40
H 1.46 6.33 0.49
H 2.90 7.22 -0.14
H 1.31 7.47 -0.80
H 2.04 8.14 2.23
H 2.73 9.66 0.26
H 1.99 10.48 1.73
H 1.21 10.29 0.17
H -0.19 7.74 1.89
C 4.76 -5.49 -2.51
C 5.62 -4.41 -1.73
C 5.84 -4.71 -0.24
O 6.82 -4.36 -2.29
H 5.21 -6.48 -2.57
H 4.62 -5.12 -3.53
H 3.83 -5.51 -1.94
H 5.06 -3.49 -1.90
H 6.47 -5.59 -0.12
H 4.93 -4.82 0.35
H 6.22 -3.80 0.23
H 7.40 -3.95 -1.65
C 0.30 0.87 2.00
C 0.47 0.15 0.68
C 1.95 -0.03 0.31
O -0.06 -1.13 0.87
H 0.97 0.51 2.78
H -0.77 0.86 2.23
H 0.53 1.93 1.89
H -0.08 0.79 -0.01
H 1.97 -0.64 -0.59
H 2.40 -0.64 1.10
H 2.47 0.92 0.16
H -0.57 -1.44 0.12
```

Properties
**Maximum force**: 4.62 eV/A
**E_HOMO**: -9.91 eV
**Total energy**: -1748.86762 Eh
**Gap between HOMO and LUMO**: 10.048 eV
**Relative energy (zero: lowest compared OMol25 entry of this formula, charge and spin)**: 578.9 kJ/mol

4.
Below is 9 unconnected molecules or ions with the total composition C27H72O9 in a non-equilibrium geometry, with properties calculated with the ωB97M-V functional and the def2-TZVPD basis.

Geometry as XYZ:
```
108
C27H72O9, DFT the ωB97M-V functional and the def2-TZVPD basis
C 4.79 -2.08 0.01
C 3.94 -1.80 1.25
C 3.99 -0.34 1.70
O 2.57 -2.04 0.82
H 5.84 -2.06 0.31
H 4.67 -1.36 -0.80
H 4.52 -3.05 -0.42
H 4.13 -2.45 2.11
H 3.07 -0.11 2.24
H 3.97 0.31 0.83
H 4.86 -0.19 2.34
H 2.29 -2.82 1.34
C -5.33 5.99 -0.90
C -4.01 5.89 -1.66
C -3.40 4.49 -1.54
O -4.20 6.08 -3.06
H -6.02 5.24 -1.27
H -5.77 6.99 -0.99
H -5.27 5.77 0.17
H -3.33 6.67 -1.30
H -3.39 4.17 -0.50
H -2.39 4.44 -1.96
H -4.06 3.83 -2.10
H -4.71 6.90 -3.17
C 1.44 -4.05 -1.57
C 2.38 -3.78 -2.76
C 3.06 -5.05 -3.23
O 1.57 -3.27 -3.82
H 2.01 -4.39 -0.70
H 0.67 -4.78 -1.83
H 0.83 -3.19 -1.29
H 3.10 -3.06 -2.37
H 2.33 -5.83 -3.46
H 3.67 -5.45 -2.41
H 3.69 -4.90 -4.11
H 0.76 -3.78 -3.92
C -6.88 -0.24 0.40
C -6.26 1.01 1.02
C -4.87 1.28 0.49
O -7.13 2.11 0.69
H -6.59 -0.27 -0.65
H -7.97 -0.30 0.48
H -6.56 -1.21 0.80
H -6.23 0.89 2.11
H -4.91 1.35 -0.60
H -4.22 0.49 0.86
H -4.47 2.26 0.77
H -7.28 2.05 -0.26
C -3.76 -0.44 3.69
C -2.51 0.11 2.99
C -1.30 0.05 3.93
O -2.22 -0.71 1.88
H -4.58 -0.52 2.98
H -4.03 0.15 4.57
H -3.52 -1.48 3.93
H -2.69 1.15 2.70
H -0.47 0.38 3.29
H -1.05 -0.98 4.18
H -1.33 0.72 4.79
H -1.47 -0.31 1.42
C 0.44 -0.04 -1.55
C 0.39 0.80 -0.27
C -0.92 1.58 -0.22
O 0.39 -0.03 0.90
H -0.33 -0.80 -1.60
H 1.40 -0.57 -1.49
H 0.47 0.58 -2.45
H 1.18 1.55 -0.21
H -1.11 2.14 -1.13
H -0.95 2.22 0.68
H -1.84 1.00 -0.04
H 1.05 -0.71 0.69
C 3.53 -0.27 -4.33
C 3.44 -0.95 -5.68
C 4.40 -0.45 -6.74
O 3.59 -2.36 -5.61
H 3.45 0.82 -4.35
H 4.54 -0.41 -3.92
H 2.88 -0.70 -3.57
H 2.41 -0.77 -6.02
H 4.10 -0.78 -7.74
H 5.41 -0.83 -6.60
H 4.47 0.64 -6.72
H 2.94 -2.72 -4.99
C 1.62 3.72 1.70
C 2.83 3.26 2.54
C 4.01 4.21 2.33
O 2.45 3.48 3.91
H 1.40 4.77 1.94
H 0.72 3.16 1.90
H 1.92 3.68 0.66
H 3.02 2.20 2.38
H 4.40 4.19 1.31
H 4.85 4.02 3.01
H 3.75 5.22 2.64
H 3.15 3.11 4.46
C -0.84 -4.34 2.06
C 0.32 -3.60 2.72
C 0.31 -3.75 4.22
O 1.53 -4.15 2.14
H -0.84 -5.40 2.32
H -0.87 -4.17 0.98
H -1.81 -4.00 2.44
H 0.27 -2.56 2.41
H -0.60 -3.34 4.66
H 1.17 -3.32 4.73
H 0.30 -4.80 4.53
H 1.62 -5.02 2.54
```

Properties
**Maximum force**: 2.05 eV/A
**E_HOMO**: -9.55 eV
**Total energy**: -1749.03434 Eh
**Gap between HOMO and LUMO**: 9.976 eV
**Relative energy (zero: lowest compared OMol25 entry of this formula, charge and spin)**: 141.2 kJ/mol